[1]
DFT (ωB97M-V with the def2-TZVPD basis set) results for a molecular structure, C38H34AlBeBr3Cl6F12MgN3O12P at a distorted geometry.

The geometry in ORCA input format:
```
! RIJCOSX wB97M-V def2-TZVPD def2/J DEFGRID3
* xyz 2 1
C 3.134 3.538 -0.437
C 3.016 3.820 1.036
Cl 4.326 4.630 1.861
C 1.932 3.470 1.739
Cl 1.815 3.810 3.469
C 0.728 2.766 1.160
C 0.821 1.373 0.957
C 2.148 0.697 1.362
O 2.217 0.007 2.312
O 3.364 0.900 0.586
P 3.484 0.157 -0.836
O 4.965 0.377 -1.356
Cl 2.298 0.954 -2.258
C -0.327 0.703 0.380
C -0.220 -0.814 0.186
O -0.029 -1.059 -1.204
N -0.637 -2.298 -1.607
O 0.116 -2.895 -2.247
C -1.475 1.422 0.029
C -2.705 0.763 -0.626
F -3.098 1.396 -1.750
F -2.542 -0.513 -0.999
C -3.901 0.729 0.452
F -4.330 -0.527 0.620
F -3.486 1.162 1.652
F -4.936 1.423 -0.003
N -1.502 2.762 0.286
Br -3.007 3.821 -0.082
C -0.472 3.425 0.827
C -0.555 4.927 1.107
C -0.397 5.789 -0.197
N 0.426 5.568 -1.119
H 3.567 4.396 -0.954
H 2.181 3.295 -0.926
H 3.831 2.708 -0.636
H 4.944 1.213 -1.883
H -1.175 -1.299 0.477
H 0.561 -1.296 0.796
H -1.473 5.185 1.666
H 0.268 5.250 1.773
H -1.077 6.655 -0.280
H 1.000 4.757 -0.875
Cl 2.535 -10.121 -3.517
C 2.040 -8.532 -3.059
C 2.889 -7.440 -3.164
Cl 4.498 -7.585 -3.772
C 2.445 -6.182 -2.774
C 1.159 -6.015 -2.285
C 0.307 -7.104 -2.184
C 0.750 -8.360 -2.570
H 3.106 -5.328 -2.853
H 0.818 -5.038 -1.982
H -0.693 -6.973 -1.808
H 0.086 -9.210 -2.490
Cl 3.065 -2.097 -0.942
C -2.593 -8.196 0.093
C -3.076 -8.779 1.207
C -4.468 -9.284 1.265
O -4.904 -9.820 2.283
C -5.313 -9.116 0.102
C -4.832 -8.526 -1.010
C -3.437 -8.041 -1.089
O -3.066 -7.529 -2.127
O -5.608 -8.347 -2.089
O -2.325 -8.924 2.306
H -1.580 -7.822 0.032
H -6.334 -9.479 0.170
H -5.037 -7.899 -2.756
H -2.884 -9.368 2.967
Mg -6.801 -6.962 -0.145
Br -11.368 -3.773 -0.758
C -10.044 -3.366 -2.121
C -9.877 -4.512 -3.082
Br -8.820 -5.967 -2.297
H -9.126 -3.105 -1.603
H -10.426 -2.490 -2.642
H -9.314 -4.199 -3.960
H -10.819 -4.952 -3.397
C 1.784 8.534 7.730
C 0.670 7.716 8.350
O -0.198 7.162 7.337
C 0.256 6.096 6.701
O 1.306 5.557 6.897
C -0.786 5.603 5.691
F -1.279 6.598 4.937
F -1.832 5.026 6.298
F -0.273 4.694 4.846
H 1.372 9.307 7.080
H 2.387 9.005 8.504
H 2.436 7.913 7.116
H 0.046 8.355 8.971
H 1.058 6.923 8.990
C 6.910 4.412 -1.482
C 7.397 5.637 -1.913
C 7.926 5.763 -3.190
C 7.958 4.665 -4.040
C 7.469 3.439 -3.611
C 6.948 3.311 -2.329
H 6.499 4.314 -0.482
H 7.364 6.494 -1.253
H 8.311 6.717 -3.524
H 8.366 4.765 -5.037
H 7.494 2.583 -4.275
H 6.571 2.348 -1.989
O -1.664 -5.068 -2.243
H -1.478 -4.743 -3.132
F 5.289 7.317 -3.746
Al 3.762 6.641 -3.350
F 2.506 7.648 -3.937
F 3.628 6.480 -1.618
F 3.622 5.067 -4.061
Be -6.577 -8.982 3.359
*
```

The max |F| is 4.18 eV Å⁻¹. Its total energy is -15015.02798 hartree.

Löwdin atomic charge list, values in e, 2 entries: -0.11, -0.66

=====

[2]
DFT (ωB97M-V with the def2-TZVPD basis set) results for a molecular structure, C38H34AsCl2F5N2O3OsTe.

The geometry in ORCA input format:
```
! RIJCOSX wB97M-V def2-TZVPD def2/J DEFGRID3
* xyz 0 5
Os -0.031 0.214 0.169
Cl 5.060 5.529 0.062
C 4.091 4.093 0.117
C 4.714 2.845 0.008
C 3.972 1.694 0.055
Cl 4.752 0.161 -0.113
C 2.565 1.720 0.218
O 1.923 0.590 0.290
C 1.960 2.995 0.303
C 0.541 3.159 0.427
O -0.310 2.264 0.444
C 2.734 4.170 0.257
H 5.787 2.786 -0.120
H 0.167 4.184 0.514
H 2.245 5.133 0.329
N -0.800 -1.226 7.425
C -0.702 -0.979 6.306
C -0.570 -0.671 4.909
C 0.519 0.079 4.458
C 0.666 0.344 3.110
C -0.253 -0.136 2.163
C -1.364 -0.842 2.650
C -1.523 -1.115 4.000
H 1.246 0.443 5.172
H 1.533 0.909 2.787
H -2.132 -1.163 1.959
H -2.382 -1.674 4.348
F -3.174 2.473 -2.919
Te -2.489 1.216 -1.639
F -4.183 0.489 -1.462
F -0.010 0.919 -1.836
F -3.062 2.462 -0.290
F -2.310 -0.044 -3.046
O -1.900 -0.009 -0.238
C 5.802 -5.934 0.249
C 4.492 -5.245 0.508
C 4.446 -3.970 1.056
C 3.242 -3.327 1.301
C 3.253 -1.960 1.935
C 2.044 -3.981 0.964
As 0.482 -2.879 1.271
N 0.337 -1.734 -0.112
C 0.713 -2.246 -1.388
C 1.602 -1.539 -2.198
C 1.943 -2.031 -3.445
C 1.419 -3.234 -3.901
C 0.545 -3.943 -3.095
C 0.191 -3.450 -1.847
C -1.030 -3.943 1.819
C -0.809 -4.682 2.996
C 0.449 -4.588 3.824
C -1.809 -5.533 3.442
C -3.026 -5.641 2.781
C -4.105 -6.560 3.280
C -3.238 -4.845 1.665
C -2.272 -3.979 1.165
C -2.651 -3.153 -0.034
C 2.056 -5.283 0.445
C 0.841 -6.101 0.089
C 3.293 -5.883 0.229
H 6.640 -5.249 0.372
H 5.835 -6.337 -0.764
H 5.943 -6.768 0.939
H 5.370 -3.462 1.308
H 4.272 -1.663 2.181
H 2.670 -1.941 2.860
H 2.842 -1.202 1.263
H 2.017 -0.606 -1.850
H 2.626 -1.466 -4.066
H 1.685 -3.610 -4.880
H 0.118 -4.877 -3.440
H -0.518 -3.997 -1.237
H 0.954 -3.625 3.732
H 1.168 -5.364 3.553
H 0.198 -4.714 4.877
H -1.640 -6.107 4.346
H -3.764 -7.148 4.130
H -4.424 -7.245 2.494
H -4.983 -5.990 3.591
H -4.198 -4.885 1.159
H -3.577 -2.615 0.172
H -2.842 -3.797 -0.896
H -1.909 -2.419 -0.325
H -0.077 -5.734 0.537
H 0.987 -7.130 0.420
H 0.706 -6.120 -0.993
H 3.311 -6.887 -0.182
*
```

The calculation puts the energy above the lowest of the compared OMol25 structures with the same formula, charge and spin at 0.6817 eV. Its expectation value of S² is 6.022. The max |F| is 0.49 eV Å⁻¹. Its total energy is -5817.82420 hartree.

Löwdin atomic charge list, values in e, 2 entries: 1.61, 0.68

=====

[3]
DFT (ωB97M-V with the def2-TZVPD basis set) results for a molecular structure, C38H34CrN8O2PS at a distorted geometry.

The geometry in ORCA input format:
```
! RIJCOSX wB97M-V def2-TZVPD def2/J DEFGRID3
* xyz 2 2
Cr 0.292 -0.031 -0.304
C -2.671 2.634 1.489
C -1.532 1.762 1.094
N -1.261 1.408 -0.102
N -1.847 2.173 -1.119
C -2.940 0.308 -2.437
N -2.554 0.114 -3.828
S -0.565 -0.991 -2.105
C -0.465 1.417 2.077
C -0.553 1.780 3.400
C 0.577 1.685 4.206
C 1.762 1.253 3.648
C 1.764 0.864 2.320
N 0.673 0.910 1.551
H -3.253 2.929 0.623
H -2.320 3.532 2.000
H -3.326 2.094 2.179
H -2.955 0.830 -4.423
H -2.877 -0.788 -4.164
H -1.485 2.165 3.794
H 0.530 1.970 5.250
H 2.676 1.206 4.224
H 2.663 0.492 1.848
O 2.554 -4.414 5.819
C 1.387 -4.768 5.243
O 0.793 -5.731 5.619
C 0.865 -3.904 4.122
C -0.438 -4.140 3.698
C -0.995 -3.416 2.662
C -0.264 -2.412 2.015
C 1.044 -2.215 2.416
C 1.604 -2.940 3.460
N -0.782 -1.619 0.893
C -2.017 -1.801 0.600
C -2.782 -1.244 -0.507
C -4.114 -1.273 -0.343
C -4.978 -0.609 -1.302
C -4.435 0.149 -2.247
C -2.501 1.726 -2.102
N -2.188 -0.625 -1.606
H 2.889 -3.584 5.465
H -1.005 -4.920 4.190
H -1.999 -3.684 2.373
H 1.665 -1.513 1.889
H 2.643 -2.749 3.707
H -2.633 -2.424 1.232
H -4.530 -1.758 0.531
H -6.051 -0.723 -1.231
H -5.049 0.673 -2.973
H -2.791 2.501 -2.816
N 3.224 0.705 -0.633
P 1.836 1.506 -1.251
C 2.057 1.639 -3.040
C 0.982 1.495 -3.913
C 1.170 1.663 -5.279
C 2.427 1.965 -5.776
C 3.503 2.118 -4.906
C 3.318 1.966 -3.543
C 2.029 3.186 -0.632
C 1.208 4.172 -1.186
C 1.326 5.486 -0.766
C 2.265 5.826 0.202
C 3.076 4.849 0.761
C 2.956 3.527 0.351
C 3.202 -0.688 -0.602
C 4.375 -1.435 -0.641
C 4.284 -2.808 -0.626
C 3.032 -3.417 -0.579
C 1.925 -2.615 -0.515
N 1.991 -1.262 -0.503
H 4.135 1.112 -0.796
H -0.001 1.235 -3.543
H 0.332 1.547 -5.955
H 2.575 2.085 -6.842
H 4.484 2.365 -5.293
H 4.163 2.124 -2.881
H 0.483 3.915 -1.951
H 0.692 6.249 -1.198
H 2.368 6.856 0.517
H 3.805 5.115 1.516
H 3.581 2.771 0.811
H 5.332 -0.933 -0.704
H 5.185 -3.408 -0.664
H 2.921 -4.491 -0.591
H 0.929 -3.034 -0.472
*
```

Its expectation value of S² is 0.809. The max |F| is 1.39 eV Å⁻¹. Its total energy is -3840.52130 hartree.

Löwdin atomic charge list, values in e, 2 entries: 0.35, 0.02

=====

[4]
DFT (ωB97M-V with the def2-TZVPD basis set) results for a molecular structure, C38H34F11IrN5PS at a distorted geometry.

The geometry in ORCA input format:
```
! RIJCOSX wB97M-V def2-TZVPD def2/J DEFGRID3
* xyz 1 2
Ir -1.835 -0.189 -0.295
C -4.138 1.234 1.113
N -2.667 1.204 1.151
C -2.104 2.545 0.848
C -1.942 2.701 -0.642
N -0.973 1.698 -1.080
C -0.657 1.655 -2.422
C -1.441 2.210 -3.452
F -2.373 3.150 -3.196
C -1.365 1.776 -4.754
F -2.223 2.244 -5.653
C -0.457 0.795 -5.108
F -0.445 0.285 -6.337
C 0.453 0.391 -4.161
F 1.325 -0.544 -4.561
C 0.476 0.909 -2.861
F -0.808 -1.143 -1.706
C -2.222 0.736 2.469
C -2.402 -0.758 2.608
N -2.172 -1.417 1.325
C -1.982 -2.799 1.335
C -1.657 -3.581 2.459
F -1.564 -3.049 3.694
C -1.372 -4.934 2.385
F -1.014 -5.583 3.491
C -1.448 -5.610 1.185
F -1.173 -6.907 1.114
C -1.847 -4.905 0.064
F -1.990 -5.534 -1.099
C -2.120 -3.555 0.149
F -2.604 -2.990 -0.957
H -4.522 1.914 1.880
H -4.524 0.236 1.299
H -4.476 1.569 0.138
H -1.130 2.615 1.334
H -2.746 3.334 1.252
H -1.604 3.717 -0.872
H -2.917 2.573 -1.116
H -2.757 1.258 3.270
H -1.168 0.983 2.563
H -3.405 -1.005 2.979
H -1.699 -1.089 3.369
C 3.293 0.311 -3.097
P 1.990 0.658 -1.892
C 2.549 2.247 -1.172
C 3.888 2.620 -1.328
C 4.361 3.807 -0.789
C 3.515 4.642 -0.081
C 2.186 4.282 0.083
C 1.708 3.098 -0.453
C 2.033 -0.705 -0.715
C 1.234 -0.720 0.551
C 1.209 -2.047 1.220
C 1.965 -3.097 0.829
C 2.805 -2.975 -0.299
C 2.801 -1.797 -1.056
H 4.247 0.268 -2.579
H 3.307 1.120 -3.827
H 3.134 -0.628 -3.609
H 4.589 2.006 -1.869
H 5.399 4.079 -0.932
H 3.888 5.564 0.343
H 1.514 4.927 0.635
H 0.675 2.820 -0.327
H 0.177 -0.451 0.307
H 0.586 -2.123 2.106
H 1.934 -4.029 1.378
H 3.431 -3.800 -0.605
H 3.409 -1.789 -1.946
F 6.079 -1.086 4.747
C 5.021 -0.738 3.996
C 3.808 -0.514 4.611
C 2.724 -0.157 3.822
C 2.847 -0.017 2.443
C 1.649 0.358 1.607
C 4.093 -0.242 1.862
C 5.184 -0.614 2.630
H 3.719 -0.624 5.683
H 1.763 0.015 4.293
H 0.792 0.491 2.264
H 1.832 1.307 1.107
H 4.214 -0.125 0.792
H 6.151 -0.810 2.186
N -5.917 0.443 -2.889
C -5.086 -0.118 -2.009
N -5.605 -0.851 -1.017
S -3.423 0.120 -2.205
H -6.902 0.240 -2.904
H -5.529 0.992 -3.638
H -6.580 -1.100 -1.000
H -4.970 -1.400 -0.461
*
```

The calculation puts the energy above the lowest of the compared OMol25 structures with the same formula, charge and spin at 1.8849 eV. Its expectation value of S² is 1.027. The max |F| is 2.98 eV Å⁻¹. Its total energy is -3684.29370 hartree.

Löwdin atomic charge list, values in e, 2 entries: 1.21, -0.07